[1]
# C5H11NO

A 2-piece molecular cluster, C5H11NO overall (wB97M-V/def2-TZVPD, the Open Molecules 2025 dataset).

Positions of all 18 atoms, in Å:
C1 -1.54275 1.70833 -0.23182
C2 -0.27610 1.90681 0.04722
C3 0.54694 0.99119 0.91973
C4 0.96375 -0.28957 0.27935
C5 1.86265 -0.40056 -0.71345
N1 2.10786 -1.63552 -1.32417
H1 -2.32608 2.12901 -0.84213
H2 -1.98288 0.75814 0.12249
H3 0.22463 2.85600 -0.12888
H4 1.48164 1.46701 1.25206
H5 0.04554 0.90312 1.89087
H6 0.43187 -1.19689 0.52958
H7 2.17368 0.47386 -1.27186
H8 2.79247 -1.68528 -2.02991
H9 1.89125 -2.41532 -0.73107
O1 -2.91575 -1.52096 0.69022
H10 -2.29838 -1.77030 1.36455
H11 -3.18033 -2.27907 0.17722

## Properties
HOMO level   -7.69 eV
SMILES string   C=CC/C=C/N.O
HOMO-LUMO gap   8.52 eV
Calculated total energy   -8898.905 eV
Largest force on an atom   2.83 eV/A
Energy above the lowest of the compared OMol25 structures with the same formula, charge and spin   64.4 kcal per mole

***

[2]
# C5H11NO

An isolated molecule of C5H11NO (wB97M-V/def2-TZVPD, the Open Molecules 2025 dataset).

Positions of all 18 atoms, in Å:
N1 -0.07790 -1.26507 -1.92761
C1 0.83601 -1.14784 -0.78087
C2 1.16945 0.30942 -0.48865
C3 -0.01253 1.16658 -0.05662
C4 -1.11508 0.53972 0.78659
C5 -0.73871 0.47750 2.26431
O1 0.35701 0.72472 2.68663
H1 -0.98467 -0.84620 -1.78494
H2 -0.18072 -2.23052 -2.20193
H3 0.40703 -1.65310 0.09630
H4 1.78007 -1.60955 -1.06724
H5 1.99997 0.32358 0.20477
H6 1.59474 0.71595 -1.40660
H7 0.33330 2.07082 0.43978
H8 -0.48118 1.55752 -0.95320
H9 -1.32607 -0.50119 0.52219
H10 -1.99954 1.16787 0.72290
H11 -1.56117 0.19980 2.94417

## Properties
HOMO level   -9.25 eV
SMILES string   NCCCCC=O
HOMO-LUMO gap   10.21 eV
Calculated total energy   -8900.438 eV
Largest force on an atom   1.41 eV/A
Energy above the lowest of the compared OMol25 structures with the same formula, charge and spin   29.0 kcal per mole

***

[3]
# C5H11NO

An isolated molecule of C5H11NO (wB97M-V/def2-TZVPD, the Open Molecules 2025 dataset).

Positions of all 18 atoms, in Å:
C1 -1.25507 2.33954 -1.09464
N1 -0.69981 1.00662 -1.01246
C2 -0.22209 0.49342 0.15554
O1 -0.27954 1.09815 1.21634
C3 0.40451 -0.89426 0.05971
C4 1.86666 -0.79695 0.50128
C5 -0.37513 -1.86885 0.94477
H1 -2.19363 2.33325 -1.65749
H2 -0.55763 3.03988 -1.56980
H3 -1.44625 2.67579 -0.07444
H4 -0.59600 0.46627 -1.85589
H5 0.36481 -1.24505 -0.98143
H6 1.91354 -0.40411 1.52165
H7 2.43754 -0.12348 -0.14768
H8 2.34481 -1.78212 0.47990
H9 0.09013 -2.86044 0.92530
H10 -0.38284 -1.50512 1.97693
H11 -1.41400 -1.97255 0.61241

## Properties
HOMO level   -9.61 eV
SMILES string   CNC(=O)C(C)C
HOMO-LUMO gap   10.51 eV
Calculated total energy   -8901.629 eV
Largest force on an atom   0.36 eV/A
Energy above the lowest of the compared OMol25 structures with the same formula, charge and spin   1.6 kcal per mole

***

[4]
# C5H11NO

A 2-piece molecular cluster, C5H11NO overall (wB97M-V/def2-TZVPD, the Open Molecules 2025 dataset).

Positions of all 18 atoms, in Å:
C1 0.46845 2.63287 -0.64923
N1 1.00004 1.32529 -1.03795
C2 0.65742 0.40523 -0.05145
C3 -0.88945 0.17289 0.09648
C4 -1.38430 -1.23348 0.55764
O1 -1.28619 -1.50631 1.68921
C5 1.40161 -0.91927 -0.43291
H1 0.98748 3.03874 0.23562
H2 -2.20636 -3.76409 1.43484
H3 0.63921 3.36302 -1.48114
H4 -0.63208 2.66669 -0.51219
H5 1.06584 0.57633 0.97127
H6 -1.26366 0.86431 0.81496
H7 -1.30871 0.38053 -0.89262
H8 -1.83285 -4.14155 0.91658
H9 0.71489 -1.74940 -0.22791
H10 1.53217 -1.04173 -1.51091
H11 2.33652 -1.07007 0.07970

## Properties
HOMO level   -7.28 eV
HOMO-LUMO gap   4.81 eV
Calculated total energy   -8894.290 eV
Largest force on an atom   4.30 eV/A
Energy above the lowest of the compared OMol25 structures with the same formula, charge and spin   170.8 kcal per mole

***

[5]
# C5H11NO

An isolated molecule of C5H11NO (wB97M-V/def2-TZVPD, the Open Molecules 2025 dataset).

Positions of all 18 atoms, in Å:
C1 -1.04014 -1.07142 1.25173
C2 0.43226 -0.99087 0.98449
C3 0.84538 0.23305 0.06950
C4 1.16038 -0.18146 -1.38174
N1 -0.25480 1.29877 0.09866
C5 -1.16317 1.54398 -0.86506
O1 -1.28312 1.00541 -1.95307
H1 -1.59808 -1.19836 0.32931
H2 -1.18939 -1.89213 1.96294
H3 -1.37392 -0.21667 1.85301
H4 1.09404 -0.95247 1.84874
H5 0.65902 -1.91127 0.42358
H6 1.68056 0.87307 0.35978
H7 1.42418 0.64537 -2.02929
H8 0.42151 -0.86134 -1.78820
H9 2.02843 -0.85621 -1.20862
H10 -0.13340 2.03510 0.76574
H11 -1.70975 2.49744 -0.72151

## Properties
HOMO level   -9.49 eV
SMILES string   CC[C@@H](C)NC=O
HOMO-LUMO gap   10.31 eV
Calculated total energy   -8900.603 eV
Largest force on an atom   2.55 eV/A
Energy above the lowest of the compared OMol25 structures with the same formula, charge and spin   25.2 kcal per mole

***

[6]
# C5H11NO

A 2-piece molecular cluster, C5H11NO overall (wB97M-V/def2-TZVPD, the Open Molecules 2025 dataset).

Positions of all 18 atoms, in Å:
C1 1.75643 0.43695 -0.86025
C2 0.61684 -0.50655 -0.81953
C3 0.16934 -0.23780 2.14806
N1 -0.63045 -0.05511 -0.82546
C4 -1.07108 1.18209 -0.49104
C5 -1.68006 -1.02644 -0.98846
O1 -1.47270 -2.17695 -1.21885
H1 1.69477 1.23124 -0.11534
H2 2.69921 -0.07848 -0.70909
H3 1.80752 0.92836 -1.83339
H4 0.74122 -1.56880 -0.94839
H5 -0.25816 -1.24066 2.05616
H6 1.26550 -0.33144 2.10752
H7 -0.08970 0.15981 3.12378
H8 -0.40759 2.01872 -0.62705
H9 -2.13611 1.34836 -0.53217
H10 -0.32741 0.49186 1.41954
H11 -2.67757 -0.57515 -0.88606

## Properties
HOMO level (spin up / spin down)   -7.31 / -7.12 eV
HOMO-LUMO gap (spin up / spin down)   7.52 / 7.28 eV
Calculated total energy   -8898.186 eV
Largest force on an atom   1.70 eV/A
Energy above the lowest of the compared OMol25 structures with the same formula, charge and spin   81.0 kcal per mole

***

[7]
# C5H11NO

An isolated molecule of C5H11NO (wB97M-V/def2-TZVPD, the Open Molecules 2025 dataset).

Positions of all 18 atoms, in Å:
C1 1.39779 -1.09589 -1.78023
C2 1.19423 0.07873 -0.83859
C3 -0.00936 -0.07100 0.17076
C4 0.44336 -0.42144 1.57361
O1 -0.31943 -0.66247 2.47107
N1 -1.08449 0.93083 0.23245
C5 -1.61703 1.11523 -1.11405
H1 1.07675 -0.87402 -2.79576
H2 1.02640 -2.04584 -1.37278
H3 2.43516 -1.29668 -2.09448
H4 1.00750 1.00688 -1.36932
H5 2.11347 0.09175 -0.22925
H6 -0.51960 -0.99667 -0.16252
H7 1.52278 -0.39014 1.81323
H8 -0.92371 1.86147 0.59173
H9 -2.48576 1.74589 -1.14397
H10 -2.19415 0.15556 -1.31245
H11 -0.88877 1.18165 -1.96429

## Properties
HOMO level   -9.14 eV
SMILES string   CC[C@@H](C=O)NC
HOMO-LUMO gap   10.08 eV
Calculated total energy   -8899.276 eV
Largest force on an atom   3.31 eV/A
Energy above the lowest of the compared OMol25 structures with the same formula, charge and spin   55.8 kcal per mole

***

[8]
# C5H11NO

A 2-piece molecular cluster, C5H11NO overall (wB97M-V/def2-TZVPD, the Open Molecules 2025 dataset).

Positions of all 18 atoms, in Å:
C1 -1.36119 -1.26310 0.09124
C2 -0.87416 0.17752 0.06661
C3 -1.95302 1.18967 0.47323
C4 0.32701 0.37802 0.95932
O1 0.75567 -0.42172 1.75741
H1 -1.64519 -1.55920 1.10613
H2 -0.56780 -1.93588 -0.24759
H3 -2.23220 -1.38634 -0.56175
H4 -0.52770 0.43168 -0.94428
H5 -2.79822 1.14609 -0.22102
H6 -2.32934 0.97445 1.47985
H7 -1.56511 2.21558 0.46755
H8 0.80807 1.37948 0.85928
C5 3.01110 -0.16676 -0.74408
N1 1.94397 -0.57847 -1.29175
H9 3.91914 0.11895 -1.28728
H10 3.03913 -0.08350 0.34444
H11 2.04984 -0.61647 -2.30731

## Properties
HOMO level   -9.46 eV
SMILES string   CC(C)C=O.C=N
HOMO-LUMO gap   10.47 eV
Calculated total energy   -8899.916 eV
Largest force on an atom   0.51 eV/A
Energy above the lowest of the compared OMol25 structures with the same formula, charge and spin   41.1 kcal per mole

***

Which value of calculated total energy does entry 6 give?
-8898.186 eV

***

The highest calculated total energy belongs to which entry?
number 4

***

Which of these has the highest calculated total energy?
number 4